Entry 1:
The following is a quantum chemistry calculation of a single C6H10O molecule, from the OMol25 dataset.

Largest force on an atom in hartree/bohr: 0.0085
ΔE to the lowest compared entry with this formula, charge and spin in kcal per mole: 77.80
E_LUMO in eV: -0.124

CARTESIAN COORDINATES (ANGSTROEM)
O  2.363  -0.743  0.073
C  1.205  -0.187  0.426
C  0.013  -1.113  0.363
C  -1.340  -0.518  -0.036
C  -1.263  0.224  -1.366
C  0.089  1.838  1.112
C  1.271  1.128  0.851
H  2.223  -1.649  -0.237
H  -0.408  0.905  -1.365
H  -0.057  -1.575  1.357
H  0.262  -1.929  -0.335
H  -1.651  0.171  0.748
H  -2.063  -1.341  -0.096
H  -1.165  -0.461  -2.216
H  -2.149  0.844  -1.519
H  0.377  2.880  1.354
H  2.291  1.523  0.886

Here are the natural (NBO) charges for atoms 1 to 2, given in e: atom 1 (O): -0.6277, atom 2 (C): 0.5638

---

Entry 2:
The following is a quantum chemistry calculation of 2 unconnected molecules or ions with the total composition C6H10O, from the OMol25 dataset.

Largest force on an atom in hartree/bohr: 0.0097
ΔE to the lowest compared entry with this formula, charge and spin in kcal per mole: 20.98
E_LUMO in eV: 0.528
SMILES: O=C1C=CCCC1.[H][H]

CARTESIAN COORDINATES (ANGSTROEM)
O  -0.077  -0.722  2.403
C  -0.021  -0.335  1.250
C  -0.764  0.908  0.815
C  -0.028  1.640  -0.303
C  0.235  0.705  -1.483
C  0.892  -0.571  -1.029
C  0.754  -1.059  0.209
H  -0.801  -2.529  1.753
H  -1.051  -2.833  1.123
H  -0.896  1.520  1.711
H  -1.766  0.597  0.482
H  0.936  1.993  0.085
H  -0.594  2.521  -0.622
H  -0.713  0.447  -1.980
H  0.851  1.199  -2.242
H  1.505  -1.110  -1.752
H  1.224  -1.993  0.507

Here are the natural (NBO) charges for atoms 1 to 2, given in e: atom 1 (O): -0.5504, atom 2 (C): 0.5640

---

Entry 3:
The following is a quantum chemistry calculation of a molecular structure, C6H10O, from the OMol25 dataset.

Largest force on an atom in hartree/bohr: 0.0081
ΔE to the lowest compared entry with this formula, charge and spin in kcal per mole: 101.54
E_LUMO in eV: 0.898

CARTESIAN COORDINATES (ANGSTROEM)
C  2.232  -0.102  0.028
C  1.053  0.786  0.423
C  -0.129  -0.033  0.895
O  -1.290  0.768  1.202
C  -2.150  -0.028  0.406
C  -1.391  -0.341  -1.391
C  -0.916  -0.868  -0.144
H  1.954  -0.789  -0.781
H  2.580  -0.705  0.874
H  3.076  0.499  -0.323
H  0.740  1.404  -0.427
H  1.339  1.478  1.224
H  0.147  -0.637  1.772
H  -2.855  -0.659  0.953
H  -2.732  0.555  -0.330
H  -1.025  0.701  -1.484
H  -0.975  -1.948  0.006

Here are the natural (NBO) charges for atoms 1 to 2, given in e: atom 1 (C): -0.6113, atom 2 (C): -0.4227

---

Entry 4:
The following is a quantum chemistry calculation of a single C6H10O molecule, from the OMol25 dataset.

Largest force on an atom in hartree/bohr: 0.0149
ΔE to the lowest compared entry with this formula, charge and spin in kcal per mole: 28.93
E_LUMO in eV: 0.986
SMILES: C=CCCCC=O

CARTESIAN COORDINATES (ANGSTROEM)
C  -1.463  -0.548  0.289
C  -0.476  -1.586  -0.236
O  0.500  -1.957  0.371
C  1.782  0.191  0.952
C  1.589  0.732  -0.246
C  0.238  0.917  -0.871
C  -0.953  0.909  0.100
H  -1.639  -0.777  1.342
H  -2.410  -0.678  -0.244
H  -0.683  -2.025  -1.233
H  0.117  0.006  -1.486
H  0.971  0.042  1.657
H  2.744  -0.206  1.259
H  2.435  0.859  -0.920
H  0.209  1.743  -1.587
H  -1.761  1.531  -0.301
H  -0.681  1.360  1.062

Here are the natural (NBO) charges for atoms 1 to 2, given in e: atom 1 (C): -0.5162, atom 2 (C): 0.4210

---

Entry 5:
The following is a quantum chemistry calculation of a single C6H10O molecule at a distorted geometry, from the OMol25 dataset.

Largest force on an atom in hartree/bohr: 0.0317
ΔE to the lowest compared entry with this formula, charge and spin in kcal per mole: 50.80
E_LUMO in eV: 0.805
SMILES: O[C@@H]1C=CCCC1

CARTESIAN COORDINATES (ANGSTROEM)
O  2.357  -0.891  1.078
C  1.402  -0.500  0.069
C  -0.197  -1.227  -0.505
C  -1.363  -0.642  0.282
C  -1.442  0.794  -0.224
C  -0.072  1.405  -0.357
C  1.097  0.941  0.110
H  2.424  -0.241  1.800
H  1.903  -0.830  -0.830
H  -0.081  -2.307  -0.471
H  -0.432  -0.994  -1.585
H  -1.084  -0.689  1.337
H  -2.344  -1.142  0.184
H  -1.993  0.835  -1.172
H  -1.982  1.469  0.463
H  -0.064  2.414  -0.742
H  1.834  1.668  0.476

Here are the natural (NBO) charges for atoms 1 to 2, given in e: atom 1 (O): -0.7196, atom 2 (C): 0.1002

---

Entry 6:
The following is a quantum chemistry calculation of a single C6H10O molecule, from the OMol25 dataset.

Largest force on an atom in hartree/bohr: 0.0055
ΔE to the lowest compared entry with this formula, charge and spin in kcal per mole: 11.86
E_LUMO in eV: 1.153
SMILES: C[C@H]1CC=CCO1

CARTESIAN COORDINATES (ANGSTROEM)
C  -2.177  0.188  -0.105
C  -0.782  0.258  0.495
C  -0.078  -1.134  0.447
C  1.249  -1.121  -0.263
C  1.946  0.005  -0.370
C  1.305  1.272  0.129
O  -0.074  1.270  -0.196
H  -2.763  -0.585  0.406
H  -2.112  -0.069  -1.168
H  -2.701  1.143  -0.010
H  -0.858  0.568  1.552
H  -0.736  -1.880  -0.013
H  0.082  -1.473  1.479
H  1.615  -2.059  -0.675
H  2.913  0.044  -0.866
H  1.428  1.373  1.223
H  1.743  2.160  -0.335

Here are the natural (NBO) charges for atoms 1 to 2, given in e: atom 1 (C): -0.6140, atom 2 (C): 0.1070

---

Entry 7:
The following is a quantum chemistry calculation of a single C6H10O molecule, from the OMol25 dataset.

Largest force on an atom in hartree/bohr: 0.0053
ΔE to the lowest compared entry with this formula, charge and spin in kcal per mole: 2.96
E_LUMO in eV: 0.995
SMILES: O[C@@H]1C=CCCC1

CARTESIAN COORDINATES (ANGSTROEM)
O  1.551  -0.726  1.319
C  1.317  -0.506  -0.073
C  0.056  -1.231  -0.552
C  -1.110  -0.726  0.297
C  -1.330  0.770  0.028
C  -0.055  1.536  -0.243
C  1.149  0.970  -0.340
H  1.113  -0.009  1.795
H  2.205  -0.907  -0.570
H  0.171  -2.319  -0.491
H  -0.110  -0.969  -1.608
H  -0.867  -0.904  1.353
H  -2.026  -1.288  0.094
H  -1.972  0.886  -0.857
H  -1.876  1.239  0.856
H  -0.162  2.606  -0.411
H  2.032  1.562  -0.571

Here are the natural (NBO) charges for atoms 1 to 2, given in e: atom 1 (O): -0.7148, atom 2 (C): 0.0521

---

Entry 8:
The following is a quantum chemistry calculation of 2 unconnected molecules or ions with the total composition C6H10O, from the OMol25 dataset.

Largest force on an atom in hartree/bohr: 0.0098
ΔE to the lowest compared entry with this formula, charge and spin in kcal per mole: 34.84
E_LUMO in eV: 1.115
SMILES: O=C[C@@H]1C=CCC1.[H][H]

CARTESIAN COORDINATES (ANGSTROEM)
O  -1.793  1.088  -1.073
C  -1.370  -0.038  -1.175
C  -0.140  -0.545  -0.474
C  0.860  0.525  -0.005
C  1.150  0.177  1.471
C  -0.051  -0.639  1.883
C  -0.748  -1.054  0.833
H  -0.157  1.442  -2.652
H  -1.943  -0.824  -1.715
H  0.446  1.100  -2.919
H  0.332  -1.364  -1.039
H  0.360  1.496  -0.089
H  1.771  0.564  -0.614
H  2.054  -0.440  1.560
H  1.296  1.066  2.095
H  -0.283  -0.898  2.912
H  -1.677  -1.621  0.861

Here are the natural (NBO) charges for atoms 1 to 2, given in e: atom 1 (O): -0.5383, atom 2 (C): 0.4662